Computed, not measured: a structure of composition C4H8AgF6NO13S2 in a non-equilibrium geometry, with ωB97M-V/def2-TZVPD.

Calculated values
expectation value of S²: 0.76
largest force on an atom: 6.185 eV/A
energy: -2732.6077 Ha
ΔE to the lowest compared entry with this formula, charge and spin: 2.043 eV

```
! wB97M-V def2-TZVPD RIJCOSX def2/J DEFGRID3
* xyz -1 2
C -1.69 1.18 -2.89
O -0.04 -4.32 0.90
H 0.67 -0.07 3.32
H 3.07 1.70 -0.65
O -3.50 1.33 -0.81
O 0.55 -3.35 -2.07
S -1.24 2.70 0.21
F -2.75 1.26 -3.66
C 1.28 -2.43 -2.41
S -2.23 0.63 -1.11
O 2.05 -2.59 -3.55
H 1.16 1.31 2.94
H 2.05 -3.54 -3.70
F -1.25 2.46 2.98
H 3.18 -1.38 1.74
O 2.73 -1.60 0.92
F -3.04 3.58 2.09
F -2.90 1.37 2.03
Ag 0.77 -0.22 0.09
H 2.19 2.19 0.49
F -0.95 2.28 -2.84
O 0.58 -3.34 2.71
O 0.87 0.48 2.56
C 0.07 -3.22 1.51
F -1.00 0.12 -3.48
O -0.27 -2.13 1.04
C -2.17 2.52 1.96
H 0.31 -2.48 3.06
O 2.20 1.58 -0.25
O 0.14 3.20 0.41
O 1.22 -1.27 -1.84
N -1.01 0.99 -0.27
O -2.08 3.58 -0.59
O -2.40 -0.81 -1.10
H 3.42 -1.70 0.28
*
```